A structure of composition C48H47N8O2S2SeTl. Source: the Open Molecules 2025 dataset; level of theory: ωB97M-V/def2-TZVPD.

Each line ends with the Mulliken charge.
CARTESIAN COORDINATES (ANGSTROEM)
Tl -1.070 0.251 1.100  2.18
C -2.162 3.044 4.932  -0.76
O -1.684 1.718 5.311  -0.47
C -1.522 1.068 4.160  0.17
N -1.649 1.700 3.072  0.60
C -1.812 3.132 3.441  0.25
C -2.732 3.911 2.534  -0.57
C -3.817 4.638 3.004  -0.36
C -4.584 5.398 2.126  -0.89
C -4.269 5.437 0.778  -0.79
C -3.178 4.717 0.304  -0.69
C -2.412 3.967 1.179  0.43
C -1.085 -0.339 4.238  0.03
C -1.002 -1.018 5.441  -0.99
C -0.422 -2.277 5.449  -0.89
C 0.121 -2.779 4.277  -0.95
C 0.003 -2.030 3.118  -0.01
N -0.642 -0.863 3.092  0.21
C 0.726 -2.397 1.882  0.27
N 0.713 -1.710 0.816  0.71
C 1.744 -2.312 -0.081  -0.47
C 2.049 -3.648 0.617  -0.73
O 1.498 -3.478 1.954  -0.49
C 1.330 -2.398 -1.532  0.83
C 1.556 -3.540 -2.292  -0.40
C 1.189 -3.584 -3.632  -0.82
C 0.591 -2.485 -4.226  -1.15
C 0.393 -1.327 -3.484  -0.88
C 0.774 -1.280 -2.154  0.96
H -1.656 3.775 5.555  0.27
H -3.232 3.065 5.130  0.43
H -0.812 3.562 3.339  0.27
H -4.070 4.649 4.057  0.47
H -5.420 5.970 2.505  0.43
H -4.861 6.039 0.101  0.43
H -2.910 4.758 -0.744  0.48
H -1.542 3.437 0.813  0.38
H -1.367 -0.550 6.344  0.65
H -0.353 -2.841 6.369  0.49
H 0.654 -3.719 4.251  0.64
H 2.617 -1.646 -0.040  -0.20
H 3.109 -3.858 0.724  0.33
H 1.539 -4.501 0.171  0.44
H 2.025 -4.415 -1.856  0.26
H 1.385 -4.477 -4.213  0.46
H 0.297 -2.526 -5.268  0.52
H -0.052 -0.453 -3.946  0.54
H 0.656 -0.366 -1.594  -0.02
C -4.780 1.189 3.275  -0.84
C -4.575 1.189 1.798  0.52
N -3.737 0.415 1.155  -0.33
C -3.951 0.462 -0.206  -0.07
C -4.897 1.351 -0.605  -0.23
S -5.603 2.090 0.764  -0.16
C -3.328 -0.603 -1.003  -0.37
C -3.749 -1.042 -2.214  -0.27
S -3.032 -2.553 -2.562  -0.19
C -2.211 -2.521 -1.058  0.49
N -2.407 -1.422 -0.376  -0.02
C -1.494 -3.738 -0.583  -1.02
H -4.729 2.194 3.689  0.12
H -4.044 0.544 3.744  0.07
H -5.770 0.791 3.503  0.56
H -5.249 1.557 -1.603  0.51
H -4.486 -0.602 -2.865  0.49
H -2.233 -4.469 -0.249  0.49
H -0.856 -3.487 0.255  0.07
H -0.901 -4.190 -1.375  0.35
C 2.134 1.097 3.247  -1.06
N 1.415 1.817 2.202  1.25
C 1.574 3.257 2.401  -1.50
C 1.943 1.451 0.889  -1.46
C 1.084 1.959 -0.240  0.91
C 1.616 2.814 -1.203  -0.35
C 0.858 3.240 -2.284  -1.12
C -0.457 2.821 -2.424  -0.86
C -1.017 1.979 -1.472  -0.44
C -0.244 1.567 -0.399  0.60
H 3.199 1.363 3.284  0.41
H 2.066 0.021 3.075  0.09
H 1.696 1.325 4.222  0.26
H 2.620 3.566 2.258  0.39
H 1.292 3.532 3.417  0.52
H 0.956 3.814 1.697  0.33
H 1.992 0.361 0.840  -0.59
H 2.971 1.814 0.752  0.83
H 2.648 3.125 -1.110  0.50
H 1.297 3.902 -3.019  0.46
H -1.050 3.152 -3.266  0.56
H -2.048 1.668 -1.576  0.25
C 3.429 0.148 -4.505  -0.89
N 3.943 -1.050 -3.875  0.50
C 4.340 -1.145 -2.588  -0.76
Se 4.303 0.148 -1.290  -0.12
N 4.793 -2.410 -2.410  0.20
C 4.714 -3.131 -3.595  0.41
C 5.023 -4.443 -3.914  -0.95
C 4.773 -4.845 -5.218  -0.55
C 4.233 -3.967 -6.162  -0.74
C 3.919 -2.656 -5.835  -0.69
C 4.167 -2.260 -4.532  0.78
H 3.081 0.821 -3.724  0.11
H 2.602 -0.118 -5.160  0.40
H 4.210 0.641 -5.084  0.34
H 5.268 -2.681 -1.566  0.34
H 5.450 -5.121 -3.188  0.48
H 5.011 -5.857 -5.514  0.43
H 4.066 -4.315 -7.171  0.43
H 3.510 -1.976 -6.570  0.50

**HOMO-LUMO gap**: 5.447 eV
**ΔE to the lowest compared entry with this formula, charge and spin**: 8.8 kcal/mol
**Total charge**: +2


A structure of composition C15H30ClNa3O19 at a distorted geometry. Source: the Open Molecules 2025 dataset; level of theory: ωB97M-V/def2-TZVPD.

Each line ends with the natural charge from an NBO analysis.
CARTESIAN COORDINATES (ANGSTROEM)
Na 0.272 -1.265 1.357  0.99
Na -0.952 2.676 -6.856  1.00
Na -3.542 -2.561 -6.287  1.00
Cl -2.220 0.126 -2.460  2.59
O -0.784 -0.081 -2.341  -0.92
O -2.785 -1.133 -2.696  -0.90
O -2.634 0.730 -1.221  -0.85
O -2.515 1.006 -3.521  -0.91
C 5.201 0.073 2.895  -0.26
O 5.447 0.355 1.494  -0.50
C 4.480 0.825 0.640  1.00
O 3.321 1.080 0.908  -0.67
O 5.094 1.100 -0.560  -0.49
C 4.417 1.618 -1.616  -0.25
H 5.555 -0.940 3.090  0.20
H 4.149 0.073 3.177  0.19
H 5.887 0.791 3.344  0.22
H 4.999 1.417 -2.516  0.20
H 4.228 2.682 -1.477  0.19
H 3.490 1.111 -1.885  0.18
C 1.970 -6.631 1.688  -0.27
O 1.490 -6.623 0.352  -0.49
C 1.625 -5.481 -0.393  1.01
O 1.904 -4.389 0.083  -0.66
O 1.111 -5.724 -1.709  -0.50
C 1.142 -4.631 -2.592  -0.27
H 1.278 -6.175 2.395  0.19
H 2.878 -6.048 1.842  0.20
H 2.259 -7.630 2.015  0.22
H 0.213 -4.096 -2.793  0.18
H 1.457 -5.113 -3.518  0.19
H 2.022 -3.997 -2.488  0.20
C -3.140 3.512 2.939  -0.26
O -2.051 3.662 3.922  -0.50
C -1.111 2.700 4.147  1.01
O -1.109 1.532 3.613  -0.71
O -0.228 3.176 5.044  -0.49
C 0.651 2.285 5.788  -0.25
H -4.097 3.942 3.235  0.21
H -3.350 2.449 2.820  0.21
H -2.904 3.843 1.928  0.19
H 0.109 1.422 6.176  0.20
H 1.077 2.810 6.643  0.22
H 1.399 1.862 5.118  0.19
C -6.841 -2.841 2.137  -0.26
O -5.370 -2.508 2.270  -0.51
C -4.358 -3.167 1.607  1.02
O -3.121 -2.938 1.765  -0.67
O -4.886 -4.037 0.731  -0.51
C -4.020 -4.804 -0.123  -0.26
H -7.331 -3.047 1.185  0.20
H -7.471 -2.067 2.576  0.21
H -7.073 -3.732 2.720  0.20
H -4.455 -4.817 -1.123  0.19
H -3.905 -5.846 0.175  0.20
H -3.010 -4.402 -0.201  0.20
C 2.468 6.687 -5.350  -0.25
O 2.457 6.292 -4.032  -0.50
C 1.429 5.405 -3.673  1.01
O 0.783 4.800 -4.512  -0.70
O 1.331 5.487 -2.371  -0.46
C 0.269 4.843 -1.729  -0.27
H 2.434 5.824 -6.015  0.17
H 3.345 7.294 -5.570  0.21
H 1.572 7.231 -5.651  0.18
H 0.463 4.987 -0.666  0.21
H 0.299 3.767 -1.902  0.20
H -0.712 5.253 -1.968  0.20

**HOMO-LUMO gap**: 6.260 eV
**Total charge**: +2


The ion C7H13N4O3 with charge +1 at a distorted geometry. Source: the Open Molecules 2025 dataset; level of theory: ωB97M-V/def2-TZVPD.

Each line ends with the natural charge from an NBO analysis.
CARTESIAN COORDINATES (ANGSTROEM)
C 0.672 -0.316 -0.177  -0.10
C -0.663 0.494 -0.038  0.01
C 0.807 -1.559 0.570  0.70
C -1.844 -0.005 -0.354  0.10
C -0.420 1.853 0.467  -0.67
C -3.143 0.737 -0.331  -0.66
C 2.692 -0.641 -1.521  -0.46
N 1.544 1.271 -1.569  -0.33
N 0.149 -1.687 1.736  -0.77
N -2.087 -1.484 -0.597  0.53
N 1.594 0.129 -1.155  0.04
O 1.714 -2.408 0.268  -0.64
O -3.243 -1.847 -0.781  -0.32
O -1.095 -2.181 -0.529  -0.41
H -0.181 2.500 -0.384  0.27
H 0.388 1.948 1.055  0.23
H -1.272 2.432 1.031  0.24
H -2.998 1.787 -0.325  0.24
H -3.934 0.408 0.361  0.26
H -3.524 0.530 -1.277  0.25
H 3.328 -0.709 -0.599  0.26
H 2.328 -1.579 -2.060  0.27
H 3.438 0.029 -2.107  0.24
H 2.227 1.534 -2.295  0.36
H -0.577 -0.971 1.822  0.42
H -0.100 -2.632 2.038  0.42
H 2.074 -3.025 0.955  0.53

**HOMO-LUMO gap (spin up / spin down)**: 8.249 / 8.251 eV
**ΔE to the lowest compared entry with this formula, charge and spin**: 158.5 kcal/mol
**Total charge**: +1
**SMILES string**: [H]/N=[N+](C)/C(=C(/N)O)C(/C)=C(/C)[N+](=O)[O-]


A structure of composition C32H86HfN5O18S at a distorted geometry. Source: the Open Molecules 2025 dataset; level of theory: ωB97M-V/def2-TZVPD.

Each line ends with the Mulliken spin population.
CARTESIAN COORDINATES (ANGSTROEM)
Hf 25.036 -1.740 7.665  0.00
C 21.693 -2.760 10.344  0.00
C 22.666 -3.787 9.827  -0.01
O 23.585 -3.244 8.929  0.00
H 20.936 -3.152 11.023  0.00
H 21.187 -2.382 9.456  0.00
H 22.255 -1.991 10.875  0.00
H 22.014 -4.507 9.332  0.00
H 23.157 -4.285 10.663  0.00
S 27.079 -0.799 9.794  0.00
O 25.978 -1.756 9.790  0.00
O 26.932 -0.625 8.364  0.00
O 26.790 0.387 10.553  0.00
O 28.321 -1.444 10.199  0.00
C 14.363 -0.285 12.394  0.00
O 15.774 -0.212 12.577  0.00
C 16.410 0.487 11.527  0.00
C 17.862 0.070 11.504  0.00
N 18.579 0.398 12.779  0.00
C 19.986 0.041 12.550  0.00
C 20.793 0.097 13.841  0.00
O 20.253 -0.739 14.833  0.00
C 19.507 -0.112 15.789  0.00
H 13.959 0.726 12.360  0.00
H 13.883 -0.873 13.177  0.00
H 14.098 -0.821 11.483  0.00
H 16.209 1.529 11.778  0.00
H 15.997 0.192 10.562  0.00
H 18.306 0.612 10.669  0.00
H 17.767 -0.997 11.303  0.00
H 18.169 -0.167 13.509  0.00
H 20.436 0.760 11.865  0.00
H 20.066 -0.957 12.119  0.00
H 20.961 1.125 14.162  0.00
H 21.806 -0.268 13.670  0.00
H 19.058 0.858 15.577  0.00
H 20.087 0.041 16.699  0.00
H 18.650 -0.681 16.150  0.00
C 18.405 -9.142 15.553  0.00
O 18.907 -8.117 14.721  0.01
C 20.166 -7.534 15.092  0.02
C 20.641 -6.581 14.043  0.02
N 21.160 -7.323 12.864  0.79
C 21.582 -6.588 11.680  0.12
C 21.820 -7.460 10.455  0.05
O 20.694 -8.387 10.427  0.00
C 20.537 -9.083 9.155  0.00
H 17.445 -9.476 15.160  0.00
H 18.190 -8.928 16.600  0.00
H 18.999 -10.050 15.451  0.00
H 20.912 -8.326 15.158  0.00
H 20.129 -6.965 16.021  0.00
H 21.398 -5.878 14.390  0.01
H 19.804 -5.954 13.737  0.04
H 20.576 -8.114 12.636  -0.03
H 22.409 -5.927 11.943  -0.03
H 20.723 -5.936 11.521  0.02
H 22.793 -7.913 10.646  0.00
H 21.855 -6.917 9.510  0.00
H 21.413 -9.732 9.150  0.00
H 20.516 -8.421 8.289  0.00
H 19.576 -9.598 9.131  0.00
C 26.842 -8.084 13.142  0.00
O 25.965 -7.309 12.338  0.00
C 26.706 -6.744 11.215  0.00
C 25.816 -5.604 10.637  0.00
N 25.896 -4.341 11.430  0.00
C 25.459 -4.508 12.815  0.00
C 25.117 -3.283 13.671  0.00
O 23.864 -2.674 13.341  0.00
C 22.720 -3.457 13.775  0.00
H 27.397 -8.818 12.558  0.00
H 26.304 -8.647 13.905  0.00
H 27.553 -7.549 13.771  0.00
H 26.885 -7.566 10.521  0.00
H 27.728 -6.402 11.378  0.00
H 24.814 -6.011 10.502  0.00
H 26.061 -5.407 9.593  0.00
H 25.285 -3.647 11.024  0.00
H 26.283 -5.049 13.279  0.00
H 24.623 -5.206 12.759  0.00
H 25.983 -2.632 13.548  0.00
H 25.099 -3.597 14.714  0.00
H 21.914 -2.779 14.055  0.00
H 22.858 -4.008 14.704  0.00
H 22.373 -4.162 13.020  0.01
C 19.600 -5.280 7.437  0.00
O 20.577 -5.976 6.760  0.00
C 21.410 -5.063 6.024  0.00
C 22.565 -5.771 5.256  0.00
N 23.467 -6.249 6.254  0.00
C 24.506 -7.146 5.833  0.00
C 25.141 -7.729 7.129  0.00
O 24.101 -8.630 7.570  0.00
C 24.563 -9.701 8.362  0.00
H 18.888 -4.678 6.872  0.00
H 19.960 -4.596 8.205  0.00
H 18.939 -5.949 7.990  0.00
H 21.887 -4.279 6.612  0.00
H 20.775 -4.619 5.258  0.00
H 23.048 -5.150 4.502  0.00
H 22.144 -6.572 4.647  0.00
H 22.974 -6.595 7.064  0.00
H 25.248 -6.618 5.233  0.00
H 24.046 -7.913 5.210  0.00
H 25.383 -6.954 7.856  0.00
H 26.053 -8.301 6.956  0.00
H 25.309 -10.318 7.860  0.00
H 23.694 -10.333 8.543  0.00
H 24.824 -9.342 9.357  0.00
C 11.207 -7.514 10.596  0.00
O 11.938 -6.361 10.937  0.00
C 13.043 -6.096 10.022  0.00
C 13.590 -4.631 10.189  0.00
N 14.974 -4.471 9.711  0.00
C 15.400 -3.054 9.701  0.00
C 16.847 -2.984 9.200  0.00
O 17.082 -1.655 8.828  0.00
C 18.462 -1.497 8.293  0.00
H 11.812 -8.420 10.629  0.00
H 10.741 -7.475 9.611  0.00
H 10.364 -7.641 11.276  0.00
H 12.773 -6.276 8.982  0.00
H 13.824 -6.827 10.231  0.00
H 13.407 -4.157 11.154  0.00
H 13.018 -4.042 9.473  0.00
H 15.528 -5.071 10.305  0.00
H 15.263 -2.617 10.691  0.00
H 14.802 -2.336 9.140  0.00
H 16.987 -3.744 8.431  0.00
H 17.509 -3.228 10.031  0.00
H 19.115 -1.593 9.161  0.00
H 18.586 -0.536 7.794  0.00
H 18.683 -2.315 7.609  0.00
O 24.568 -3.683 6.222  0.00
H 25.218 -4.033 5.613  0.00
H 23.948 -4.402 6.350  0.00
O 24.478 -0.334 11.738  0.00
H 25.291 -0.397 11.237  0.00
H 24.410 -1.173 12.193  0.00
O 23.778 -0.250 9.044  0.00
H 23.691 -0.326 9.995  0.00
H 22.985 0.210 8.767  0.00

**2S+1**: 2
**HOMO-LUMO gap (spin up / spin down)**: 3.521 / 3.507 eV
**<S²>**: 0.754
**Total charge**: +2


The molecule C4H7NOS at a distorted geometry. Source: the Open Molecules 2025 dataset; level of theory: ωB97M-V/def2-TZVPD.

Each line ends with the natural charge from an NBO analysis.
CARTESIAN COORDINATES (ANGSTROEM)
C -0.752 -0.078 -1.173  -0.37
C -1.338 -0.350 -0.090  0.35
C 0.689 -0.656 -1.815  -0.24
C -1.132 -0.214 2.232  -0.25
N 1.511 0.292 -2.297  -0.63
O -1.631 -0.872 1.088  -0.48
S 1.523 1.008 -3.827  0.01
H -1.105 0.547 -1.921  0.22
H 1.104 -1.262 -1.030  0.20
H 0.255 -1.219 -2.605  0.22
H -0.190 0.292 1.887  0.19
H -1.122 -1.044 3.003  0.21
H -1.886 0.515 2.378  0.19
H 1.903 0.864 -1.575  0.38

**HOMO-LUMO gap (spin up / spin down)**: 6.063 / 8.631 eV
**ΔE to the lowest compared entry with this formula, charge and spin**: 136.3 kcal/mol


A structure of composition C7H8BiBrN2O3 at a distorted geometry. Source: the Open Molecules 2025 dataset; level of theory: ωB97M-V/def2-TZVPD.

Each line ends with the natural charge from an NBO analysis.
CARTESIAN COORDINATES (ANGSTROEM)
Bi -1.004 -2.094 0.429  1.98
O 3.210 1.343 -2.757  -0.57
C 2.264 0.786 -2.074  0.47
C 1.925 1.098 -0.735  -0.30
C 0.971 0.361 -0.094  0.08
N 0.292 -0.645 -0.684  -0.68
C 0.547 -0.899 -1.991  0.15
Br -0.531 -2.241 -2.784  0.20
C 1.497 -0.225 -2.706  -0.30
H 3.742 2.020 -2.302  0.53
H 2.422 1.900 -0.208  0.27
H 0.742 0.546 0.944  0.25
H 1.686 -0.454 -3.745  0.29
N -2.544 -0.389 0.953  -0.84
C -2.325 -0.014 2.356  -0.38
C -0.884 -0.297 2.845  0.76
O -0.374 0.245 3.757  -0.44
O -0.261 -1.236 2.110  -0.88
H -2.369 0.413 0.345  0.43
H -3.511 -0.680 0.801  0.44
H -2.981 -0.587 3.017  0.27
H -2.514 1.049 2.525  0.28

**HOMO-LUMO gap**: 8.425 eV
**Total charge**: +2


The molecule C4H4N2O at a distorted geometry. Source: the Open Molecules 2025 dataset; level of theory: ωB97M-V/def2-TZVPD.

Each line ends with the natural charge from an NBO analysis.
CARTESIAN COORDINATES (ANGSTROEM)
C 1.194 -0.081 0.020  0.58
C 0.333 1.108 0.026  -0.17
C -0.974 1.293 0.089  -0.29
C -1.846 0.129 -0.062  0.26
H 1.141 -2.130 -0.241  0.42
H -0.341 -1.372 0.652  0.42
H 0.924 2.006 -0.180  0.24
H -1.342 2.256 -0.007  0.25
N 0.653 -1.308 0.060  -0.82
N -2.386 -0.942 -0.079  -0.31
O 2.439 0.038 -0.066  -0.59

**HOMO-LUMO gap**: 9.388 eV
**ΔE to the lowest compared entry with this formula, charge and spin**: 36.6 kcal/mol
**SMILES string**: N#C/C=C\C(N)=O


The molecule C7H7NO3 at a distorted geometry. Source: the Open Molecules 2025 dataset; level of theory: ωB97M-V/def2-TZVPD.

Each line ends with the natural charge from an NBO analysis.
CARTESIAN COORDINATES (ANGSTROEM)
C -1.293 -0.463 -0.007  0.03
C -1.538 0.971 -0.087  -0.19
C -0.572 1.866 -0.248  -0.25
C 0.757 1.369 -0.255  -0.17
C 0.998 -0.015 -0.137  -0.24
C 2.530 -0.519 -0.149  0.82
C -0.060 -0.878 -0.025  0.34
H -2.867 -1.050 -0.656  0.37
H -2.806 -1.309 0.861  0.34
H -2.404 1.257 -0.197  0.18
H -0.770 3.057 -0.099  0.23
H 1.723 2.245 -0.357  0.22
H 3.073 0.885 1.124  0.48
H -0.718 -2.700 0.157  0.50
N -2.418 -1.365 0.113  -0.80
O 3.348 0.334 0.546  -0.70
O 2.837 -1.501 -0.651  -0.50
O 0.179 -2.182 0.069  -0.67

**HOMO-LUMO gap**: 9.745 eV
**ΔE to the lowest compared entry with this formula, charge and spin**: 103.2 kcal/mol
**SMILES string**: Nc1cccc(C(=O)O)c1O


no.,molecular weight (g mol⁻¹)
1,1115.435
2,618.809
3,201.206
4,1039.614
5,117.173
6,457.036
7,96.089
8,153.137